1.
A cluster of 2 separate species, C2H8N4O in total at a distorted geometry. Source: OMol25; level of theory: wB97M-V/def2-TZVPD.

```
15
Properties=species:S:1:pos:R:3:forces:R:3
O -0.978 0.971 1.298 -0.38 -0.38 1.05
N -1.848 -1.615 -0.858 3.09 0.48 0.60
N -0.998 1.660 0.080 0.40 -0.24 -1.20
N 0.955 -1.085 0.949 -0.18 -0.27 -0.81
N 1.507 -1.211 -1.318 -0.41 -0.14 0.25
C 0.640 -1.219 -0.324 2.47 0.59 0.92
C -0.740 -1.409 -0.627 -4.32 -0.35 -0.86
H 1.925 -0.979 1.239 -0.03 0.00 -0.03
H -2.825 -1.790 -1.069 -0.37 -0.05 -0.07
H 2.504 -1.111 -1.143 -0.06 0.03 0.04
H -1.472 1.450 1.993 0.38 0.08 -0.39
H 1.244 -1.335 -2.289 -0.13 -0.02 0.01
H -1.849 2.203 -0.034 0.10 -0.01 0.13
H 0.250 -0.989 1.673 -0.14 0.15 -0.06
H -0.173 2.255 0.002 -0.41 0.15 0.40
```
Positions in Å, forces in eV/Å.

Its multiplicity is 1. The value obtained for the LUMO energy is -11.0 eV. Its net charge is +2. For the energy above the lowest of the compared OMol25 structures with the same formula, charge and spin, the calculation gives 53.5 kcal per mole. For the orbital gap, the calculation gives 6.264 eV.



2.
A structure of composition C21H21F3I2O7S at a distorted geometry. Source: OMol25; level of theory: wB97M-V/def2-TZVPD.

```
55
Properties=species:S:1:pos:R:3:forces:R:3
I 1.643 2.768 -1.575 0.03 0.02 -0.15
I 4.419 0.800 -3.511 -0.11 0.08 0.06
S 4.182 -1.408 -5.810 0.57 -0.01 -0.42
F 4.835 -3.794 -4.914 0.34 1.05 0.51
F 4.441 -2.349 -3.296 0.25 -0.37 -0.49
F 6.299 -2.216 -4.454 -0.97 -0.43 0.12
O 5.249 -0.655 -6.374 0.27 0.23 0.18
O 2.881 0.758 -5.938 0.35 -0.13 -0.35
O 1.349 0.782 -7.591 -0.33 0.60 -1.42
O 2.176 -4.055 -3.874 -0.23 -0.22 0.06
O 0.901 -3.313 -5.518 -0.33 -0.12 -0.65
O 3.391 -2.223 -6.665 -0.56 -0.25 0.29
O 1.065 -0.496 -5.785 -0.22 -0.34 0.14
C -2.425 2.398 2.733 -0.01 -0.01 -0.01
C -5.528 -0.549 6.566 -0.01 0.00 -0.01
C -4.470 -0.325 8.713 0.00 0.01 0.01
C -0.125 2.552 2.049 0.01 -0.03 -0.01
C -4.313 -0.306 5.942 -0.01 0.01 -0.02
C 1.445 -3.096 -4.493 0.26 0.01 0.26
C 4.996 -2.523 -4.514 0.29 -0.39 -0.16
C 1.677 -0.498 -4.492 -0.07 0.05 0.43
C -3.256 -0.078 8.090 -0.01 0.00 0.01
C -2.026 2.325 4.060 -0.03 0.00 0.02
C 1.154 0.768 -2.221 -0.36 -0.03 0.00
C -3.178 -0.067 6.704 0.05 0.00 0.00
C -1.475 2.510 1.728 -0.01 -0.01 -0.02
C -0.113 0.369 -1.491 0.32 0.21 0.36
C 0.274 2.476 3.377 0.00 -0.02 0.00
C 3.127 -0.159 -4.904 0.25 0.31 0.22
C -5.607 -0.558 7.952 -0.01 0.00 0.01
C 1.716 0.371 -6.568 0.00 -0.16 0.87
C 1.005 0.684 -3.751 0.59 -0.09 0.60
C 1.345 -1.775 -3.747 -0.06 -0.36 -0.28
C -0.676 2.362 4.381 0.00 -0.01 0.01
H -4.532 -0.335 9.794 0.00 0.01 0.01
H -0.046 0.547 -3.959 -0.37 0.16 -0.24
H 0.010 0.554 -0.431 -0.05 -0.05 0.30
H -4.249 -0.301 4.862 0.01 0.01 -0.01
H -6.555 -0.746 8.438 -0.01 -0.01 0.01
H -2.767 2.241 4.844 -0.01 0.00 0.01
H 1.327 2.508 3.627 0.01 0.00 0.00
H -0.307 -0.690 -1.610 -0.22 -0.25 -0.19
H -6.414 -0.733 5.973 -0.01 0.00 -0.01
H 0.293 -1.709 -3.501 -0.31 0.08 0.10
H 1.886 -1.807 -2.811 0.27 0.13 0.23
H -1.785 2.569 0.692 0.00 0.02 -0.01
H -3.478 2.367 2.482 -0.01 0.01 0.00
H 1.345 1.609 -4.187 -0.03 0.26 -0.38
H -0.365 2.302 5.416 0.00 0.01 0.01
H -2.231 0.126 6.216 0.01 -0.02 -0.01
H -2.370 0.107 8.683 0.01 0.00 0.01
H -0.952 0.964 -1.819 -0.33 0.01 -0.20
H 1.963 0.165 -1.843 0.45 -0.01 0.00
H 0.611 2.642 1.261 0.00 0.01 0.06
H 2.237 -3.857 -2.936 0.33 0.02 0.13
```
Positions in Å, forces in eV/Å.

Its multiplicity is 1. The value obtained for the LUMO energy is -0.6 eV. For the energy above the lowest of the compared OMol25 structures with the same formula, charge and spin, the calculation gives 4.8 kcal per mole. For the orbital gap, the calculation gives 8.992 eV.



3.
A structure of composition C28H37IrN2O2P at a distorted geometry. Source: OMol25; level of theory: wB97M-V/def2-TZVPD.

```
71
Properties=species:S:1:pos:R:3:forces:R:3
Ir 0.098 -0.076 -0.815 -0.56 0.89 1.33
P 2.007 -0.587 -1.656 3.04 1.66 -1.20
O -2.856 1.821 0.380 1.01 -1.00 0.52
O -1.130 0.371 0.657 -0.78 0.50 0.79
N -0.893 -1.052 2.760 1.12 -0.70 -0.01
N -2.437 -1.140 -3.478 1.23 -1.44 0.17
C -0.731 2.743 -4.046 -0.45 -0.38 0.18
C -2.460 0.864 2.546 0.48 -0.40 0.23
C -1.453 -1.158 -4.520 -0.02 0.19 -1.13
C 1.284 -0.149 3.496 0.03 0.20 0.19
C 3.610 0.755 3.935 0.23 0.15 0.10
C -0.921 1.750 -3.071 0.21 0.68 -0.49
C 0.531 3.218 -4.370 0.29 0.09 0.12
C 2.669 -0.351 3.522 -0.06 0.34 0.20
C -2.164 1.075 1.061 -0.93 0.79 0.35
C 2.034 -1.401 -3.257 0.08 -0.35 -0.17
C -3.091 0.509 5.278 -0.12 0.24 -0.30
C 0.198 1.303 -2.360 0.03 -0.69 0.09
C -2.396 -0.235 -2.406 -1.63 1.22 0.93
C -3.302 1.760 3.207 -0.12 -0.32 -0.01
C 0.452 -1.221 3.060 -1.12 0.23 -0.50
C 1.644 2.735 -3.685 0.12 -0.26 0.15
C -2.299 1.257 -2.779 -0.32 -0.28 0.15
C 1.020 -2.467 2.716 0.47 -0.73 -0.61
C 0.698 1.175 3.857 0.00 0.49 0.26
C -3.140 -2.383 -3.280 -0.94 -0.29 -0.24
C -1.849 -0.182 3.311 -0.97 1.43 0.25
C 2.631 1.126 -2.002 0.63 -0.85 0.03
C 3.203 -1.589 3.180 0.09 -0.15 0.09
C 1.475 1.758 -2.706 0.43 0.73 -0.36
C 2.388 -2.655 2.783 -0.64 -0.19 -0.09
C -2.219 -0.374 4.647 0.52 0.02 -0.11
C 3.270 -1.407 -0.694 0.21 -0.36 0.06
C -3.612 1.597 4.562 -0.03 -0.24 0.17
H -1.882 -1.723 -5.357 0.22 0.23 0.08
H 0.664 3.952 -5.163 -0.11 -0.12 0.21
H -1.612 3.118 -4.567 0.21 -0.03 0.01
H -4.297 2.298 5.055 0.40 -0.31 -0.25
H -3.738 2.581 2.638 0.14 -0.23 0.10
H 4.652 0.416 3.883 -0.30 0.06 -0.01
H 2.652 3.088 -3.908 -0.33 -0.04 -0.06
H -1.196 -0.147 -4.848 -0.03 -0.14 0.18
H 4.225 -1.346 -1.229 -0.11 -0.13 0.17
H 1.401 -0.879 -3.980 0.14 -0.05 0.21
H -1.775 -1.217 5.183 -0.19 0.29 -0.07
H -2.698 1.790 -1.899 0.09 -0.14 -0.28
H -0.073 -1.707 -0.581 -1.19 -1.58 -0.65
H -3.346 -0.383 -1.865 0.40 0.08 0.05
H -0.002 1.064 4.692 0.14 0.15 -0.13
H 1.689 -2.433 -3.116 0.09 0.13 -0.22
H -2.970 1.454 -3.625 0.11 0.03 0.19
H 2.828 -3.618 2.521 -0.16 0.26 0.11
H -4.075 -2.182 -2.742 0.24 -0.13 -0.14
H 3.518 1.643 3.294 -0.02 -0.25 0.15
H 3.343 -0.942 0.295 0.03 -0.11 -0.26
H -0.529 -1.684 -4.228 -0.38 0.12 0.26
H 0.140 1.631 3.028 0.12 -0.20 0.11
H 4.284 -1.720 3.246 -0.27 -0.04 -0.08
H 3.548 1.068 -2.602 -0.17 0.27 0.04
H 3.428 1.075 4.970 0.01 -0.08 -0.27
H -3.358 -2.820 -4.261 -0.01 0.03 0.30
H -2.562 -3.124 -2.699 0.11 0.45 -0.12
H 3.065 -1.402 -3.632 -0.17 -0.13 0.04
H -3.353 0.345 6.324 0.04 0.10 -0.35
H 2.967 -2.456 -0.584 0.25 0.10 0.11
H 0.368 -3.272 2.352 0.26 0.33 0.27
H 2.875 1.597 -1.034 -0.15 -0.12 -0.32
H -1.569 -0.514 -1.638 -1.23 -0.24 -1.17
H 0.909 -1.214 0.091 0.23 0.65 0.61
H -1.252 -1.617 1.995 0.28 -0.18 0.11
H 1.473 1.888 4.158 -0.23 -0.23 -0.08
```
Positions in Å, forces in eV/Å.

The expectation value of S² is 8.80. Its multiplicity is 6. The value obtained for the LUMO energy (spin up / spin down) is -4.7 / -8.8 eV. Its net charge is +2. For the energy above the lowest of the compared OMol25 structures with the same formula, charge and spin, the calculation gives 9.6 kcal per mole. For the orbital gap (spin up / spin down), the calculation gives 6.207 / 5.434 eV.